Entry 1:
This record from OMol25 describes a structure of composition C25H43BrCsN5O5 at a distorted geometry. The level of theory is ωB97M-V/def2-TZVPD.

```
80
Properties=species:S:1:pos:R:3:forces:R:3
H -3.72239 0.98915 -2.91020 -0.05 -0.01 -0.04
H -1.92002 0.37732 4.64913 -0.05 0.00 0.04
Br 1.19117 -3.42738 -1.25869 0.06 -0.31 -0.14
C -2.81867 0.39909 4.03429 0.22 0.00 -0.02
C -2.45098 -1.80102 -0.18456 0.08 -0.14 0.35
H 4.86261 -3.99583 -5.94593 0.00 0.05 -0.06
C -4.60642 2.46380 0.21786 0.11 0.00 0.04
H -1.32351 -0.68467 -1.50603 -0.20 0.08 0.07
C -3.62453 0.70004 1.68500 0.18 -0.03 -0.02
H -2.86080 2.68305 -2.46147 -0.01 0.03 -0.01
H 0.92480 -1.69540 -5.74105 0.06 -0.03 -0.01
O 0.31298 -0.47911 -1.31699 -0.72 0.06 -0.63
C -2.47050 0.16188 2.56495 -0.13 0.06 -0.06
H 3.64450 -4.30068 -2.64668 -0.02 -0.03 -0.02
H 3.04757 -2.69234 -6.58209 -0.02 0.03 0.01
C 2.73396 -2.83589 -5.55525 0.07 0.00 -0.05
O 1.97044 0.94786 -0.95172 0.31 1.62 -2.14
H -4.88894 1.68308 -0.49238 0.02 0.00 -0.01
C -4.63419 -1.29981 -2.10840 0.13 0.03 0.09
H -4.52301 0.80001 2.29888 -0.04 -0.04 -0.01
C -1.82063 1.63546 -4.99477 0.06 -0.12 0.13
H 0.74832 1.30478 -3.52377 -0.05 0.03 -0.04
C -1.51192 -1.50016 1.00392 -0.38 0.09 -0.11
H 0.63332 2.58204 -2.31706 0.02 0.01 -0.06
N -2.36352 -0.78415 -1.25986 0.50 0.07 0.08
H -4.76683 -2.27681 -1.64478 -0.02 0.01 0.03
O 0.35566 -0.11860 3.19800 -0.53 0.31 0.87
H -3.62794 -0.05524 -4.31488 -0.05 -0.01 0.02
C 1.55633 -2.28837 -5.08682 0.05 -0.04 -0.04
Cs 1.69740 -0.53456 0.98608 2.85 -0.10 0.37
O 1.00849 -2.18088 2.69972 -0.53 -1.52 1.50
N -2.25655 1.83666 0.05245 0.15 -0.18 0.14
H -3.86429 3.21049 2.76918 0.00 0.03 0.02
C 0.92224 0.61183 -1.51974 -0.14 0.42 -0.77
H -5.44307 2.62952 0.89742 -0.02 0.02 -0.01
C -3.17164 -1.04781 -2.48840 -0.33 0.08 -0.28
C -3.05066 3.14584 2.04557 0.04 -0.13 -0.09
H -3.87328 -0.02341 0.91051 -0.06 0.01 -0.09
C 1.84946 -3.16491 -3.02315 0.09 0.14 -0.14
H -3.52504 -0.35241 4.39247 -0.05 0.01 -0.02
H -2.94911 4.12399 1.57403 0.01 0.01 0.00
C -2.60754 -2.26169 -3.21892 0.04 -0.05 0.03
C -1.73229 0.77420 -3.72657 -0.15 0.12 -0.04
O 4.67459 -4.15614 -5.01650 0.12 -0.10 0.11
H -5.24899 -1.27461 -3.00804 0.00 0.01 0.00
H -2.18102 -2.76028 -0.62303 0.02 0.03 -0.06
H -0.64297 3.09956 -0.42816 -0.02 0.05 0.05
H -2.56335 0.16953 -0.87583 0.01 -0.05 -0.05
H -3.27350 1.38210 4.15022 -0.02 -0.01 -0.01
H -2.99763 -2.29107 -4.23790 -0.02 0.00 0.04
H -1.55854 0.74483 2.37390 -0.03 -0.02 -0.01
C -3.35861 2.05956 1.00467 -0.22 0.04 0.04
C 3.50814 -3.57827 -4.66714 -0.26 0.12 0.06
H -1.50376 1.39767 0.57154 0.02 0.04 -0.03
C 0.16319 -1.35327 3.10270 -0.54 -0.61 0.94
H -1.06275 -0.06702 -3.93094 0.04 0.00 0.06
H -5.00166 -0.53440 -1.41981 -0.02 0.01 -0.05
H -2.20374 3.90530 -0.45521 0.00 0.01 0.06
H -1.52227 -2.22503 -3.26882 0.21 -0.02 -0.06
H -2.12640 2.92509 2.58158 -0.01 0.02 0.02
H -2.14412 1.03119 -5.84377 0.01 0.04 -0.04
H -1.37881 3.60389 -2.72582 -0.03 -0.01 -0.04
N -1.15487 1.48571 -2.58332 0.01 0.15 -0.12
C -1.27988 -1.86295 3.31543 0.20 0.13 -0.09
C -1.80241 2.73145 -2.20325 0.08 -0.03 0.15
H -2.89730 -3.19256 -2.72982 0.05 0.01 0.00
H -3.46858 -1.87946 0.18781 -0.06 0.03 -0.07
C 0.30433 1.57023 -2.55726 -0.20 -0.28 0.27
N 1.11222 -2.44752 -3.84356 -0.41 0.03 0.20
H -4.43220 3.38923 -0.33565 -0.05 0.00 -0.01
C -3.12338 0.20544 -3.38253 0.34 0.04 0.11
H -0.83028 -0.67552 0.75219 -0.48 -0.12 -0.11
H -1.62517 -1.62342 4.31520 -0.05 -0.03 0.01
H -1.29162 -2.94627 3.19648 -0.02 0.01 -0.02
H -0.87324 -2.37590 1.13584 -0.04 0.09 -0.11
C 3.06108 -3.73985 -3.36204 0.16 -0.12 0.08
H -2.53581 2.44966 -4.86205 -0.01 0.00 -0.03
C -1.69536 2.96914 -0.69274 -0.10 -0.14 -0.28
N -2.17136 -1.26826 2.29603 -0.18 0.09 0.13
H -0.84753 2.07051 -5.22988 -0.02 0.01 -0.02
```
Forces are in eV/Å.

ΔE to the lowest compared entry with this formula, charge and spin	1.421	eV
calculated total energy	-114901.9588	eV
LUMO energy	0.3	eV
F_max	2.88	eV/Å
HOMO-LUMO gap	7.56	eV
spin multiplicity	1
molecular weight	706.5	g/mol

Here are the Löwdin charges for atoms 1 to 4, given in e: H 0.1112; H 0.0791; Br 0.8209; C -0.0449


Entry 2:
This record from OMol25 describes a structure of composition C32H34Cl2N3O2Zn at a distorted geometry. The level of theory is ωB97M-V/def2-TZVPD.

```
74
Properties=species:S:1:pos:R:3:forces:R:3
C -5.59526 1.57898 1.10088 0.04 -0.04 0.02
H -3.94250 -1.62312 4.58773 -0.02 0.01 0.02
C 2.59894 0.54764 2.10653 0.56 1.21 1.15
H -1.77848 1.00442 -4.42007 -0.07 -0.04 -0.05
H 2.18224 0.48087 -2.87304 0.08 -0.05 -0.03
H -1.33556 -0.70591 -2.64158 -0.12 -0.06 0.04
H -5.37125 2.64510 1.06866 -0.06 0.11 -0.01
C 0.16285 0.50244 -3.62619 0.03 -0.21 -0.27
H -1.16094 -1.14079 2.18352 0.06 -0.14 0.13
H -0.02474 4.04728 -1.96348 0.01 0.02 0.02
C 3.87055 1.12342 2.23968 -0.20 -0.20 -0.18
H 4.66892 0.75869 1.61212 0.04 0.02 -0.02
H 2.67413 -4.07158 -3.54038 0.01 -0.05 -0.05
H -3.44695 1.50820 -0.30329 0.09 -0.01 -0.14
H -2.23950 -1.15642 4.71543 0.04 -0.05 0.10
C 1.79338 -2.25946 -0.79518 0.31 0.48 0.24
C 1.55516 0.99646 2.91925 0.21 -0.34 -0.44
Zn 0.46281 -1.41165 0.47526 -0.68 0.20 -0.02
C 1.77445 2.01924 3.81999 0.09 0.23 0.18
N 3.31198 -0.83204 0.47819 -0.80 1.72 1.88
C 2.79538 -3.40190 -2.69812 -0.15 -0.02 0.03
H 0.96459 2.37002 4.44505 -0.05 -0.01 -0.01
H -2.59742 1.32829 -2.06603 -0.09 0.03 0.10
H -5.15278 -0.06980 3.21724 -0.01 -0.02 0.08
H 0.36706 -0.24803 -4.39948 -0.01 0.03 0.02
C 1.46493 1.21018 -3.25818 -0.03 0.06 0.01
C 0.02063 -3.67725 2.53030 -0.88 -1.25 -0.62
C -0.66465 0.79684 -1.24626 0.11 0.02 -0.04
H -6.36940 1.40885 1.84549 -0.10 0.02 0.05
H -5.98559 1.29093 0.12483 -0.08 0.03 -0.06
H 0.30640 -0.95024 -2.06318 -0.03 -0.04 0.03
C 1.18095 2.26319 -2.18840 0.31 0.22 0.04
O -0.16178 -4.21371 3.60769 0.04 -0.21 0.50
C -4.29677 -0.00113 2.55675 -0.15 0.06 -0.02
C -1.66822 1.82954 -1.79153 0.03 -0.03 0.04
C -0.85306 1.51528 -4.14469 0.02 0.00 0.05
H -1.86577 2.58685 -1.03064 -0.14 -0.03 0.04
Cl 0.98265 -5.37000 0.60977 0.22 -0.27 -0.05
H -1.88463 3.25157 -3.38429 0.07 -0.08 0.03
H 0.43321 2.30172 -0.15629 -0.04 -0.01 0.09
H 3.19435 3.42518 4.60983 -0.04 0.02 0.06
C -3.12438 -0.70428 2.82007 -0.05 0.03 -0.01
C -0.43884 -4.56333 1.29071 0.15 0.06 0.76
H 5.05786 2.59756 3.21680 0.00 0.02 0.02
H 0.77049 -3.62229 -2.10239 -0.10 0.07 -0.02
H -1.13184 -5.34250 1.61429 0.16 0.29 -0.06
C -0.40209 -0.19572 -2.39430 0.10 0.16 -0.01
O 0.49301 -2.56048 2.26348 0.57 1.51 -0.53
H 2.11076 2.78435 -1.92743 -0.02 -0.04 -0.03
C 1.70767 -3.12455 -1.88144 0.04 -0.13 -0.03
C 4.03395 -2.82284 -2.45108 0.11 -0.04 -0.15
C 0.16384 3.27407 -2.71407 0.01 -0.07 0.03
N 2.31507 -0.40831 1.15372 1.03 -1.86 -1.97
Cl -1.22848 -3.58389 0.05758 -0.55 0.04 -0.29
C -1.12744 2.53230 -3.04123 -0.15 0.22 -0.11
C -2.06740 -0.60583 1.94409 -0.04 0.03 0.12
C -4.35439 0.79188 1.42332 -0.06 -0.07 0.12
H 1.38031 0.87811 -0.56423 0.04 -0.05 0.01
H 5.11953 -1.51631 -1.13776 0.14 0.03 0.05
H 4.86866 -3.02509 -3.11153 0.03 0.00 0.07
C 0.63293 1.57168 -0.94522 -0.05 0.05 -0.25
C -2.08919 0.14427 0.74205 -0.29 -0.04 0.28
H -0.47174 2.02261 -5.03573 0.00 0.02 -0.07
H -2.68401 -2.57025 3.77648 0.05 -0.07 0.08
C 4.07577 2.14909 3.13532 0.03 0.04 0.06
H 0.58745 0.53074 2.81718 -0.22 -0.03 -0.01
C 4.17505 -1.98756 -1.36702 -0.06 0.21 0.26
H 1.89999 1.68181 -4.14418 0.06 0.00 -0.05
C -2.99816 -1.56288 4.04678 0.05 -0.01 -0.04
C 3.02718 2.60896 3.92021 -0.06 0.01 0.09
H 0.54727 3.76624 -3.61392 0.02 0.05 0.00
C 3.06494 -1.70336 -0.55403 -0.42 -1.20 -1.19
N -0.99705 0.03615 -0.04630 0.88 -0.71 0.11
C -3.28702 0.87152 0.54590 0.00 0.13 -0.19
```
Forces are in eV/Å.

ΔE to the lowest compared entry with this formula, charge and spin	0.270	eV
calculated total energy	-115767.4726	eV
LUMO energy	1.6	eV
F_max	2.90	eV/Å
HOMO-LUMO gap	5.36	eV
total charge	-1
spin multiplicity	1
molecular weight	628.9	g/mol

Here are the Löwdin charges for atoms 1 to 4, given in e: C -0.0685; H 0.0664; C -0.2542; H 0.1161


> LUMO energy of number 2 (C32H34Cl2N3O2Zn)?

1.6 eV